Formula: C20H31N3O4
Source: the OMol25 dataset
Level of theory: ωB97M-V/def2-TZVPD

Results
HOMO-LUMO gap = 8.41 eV
F_max = 1.9 eV Å⁻¹
SMILES = CC[C@H](C)[C@H](NC(C)=O)C(=O)NC.CN(C)/C=C/C(=O)c1ccccc1O

Geometry as ORCA input:
```
! wB97M-V def2-TZVPD RIJCOSX def2/J DEFGRID3
* xyz 0 1
O 4.13 -2.89 -0.72
O -4.70 2.21 1.78
O -0.66 1.57 -1.26
O 4.25 -2.87 -3.29
C 3.59 -1.79 -0.70
C -4.99 1.50 0.82
C -1.88 1.47 -1.27
C 3.46 -1.14 0.61
C 4.03 -1.68 1.74
C 2.22 -0.06 -4.41
C 1.84 0.51 -3.19
C 3.03 -1.19 -4.41
C 2.28 -0.05 -1.99
C 3.47 -1.75 -3.21
C 3.11 -1.19 -1.97
N -2.47 1.60 -2.47
N 3.92 -1.12 3.02
N -4.09 1.02 -0.04
C -6.43 1.13 0.57
C -3.88 1.70 -2.85
C 4.52 -1.85 4.15
C 3.11 0.09 3.28
C -0.70 1.52 2.55
C -1.96 -1.24 0.11
C -0.68 0.33 1.59
C -2.05 0.07 0.92
C -2.64 1.23 0.07
H 4.39 -3.17 -2.35
H 2.90 -0.21 0.68
H 4.60 -2.60 1.63
H 1.88 0.38 -5.34
H 1.20 1.39 -3.17
H 3.33 -1.65 -5.35
H 1.94 0.43 -1.07
H -1.80 1.73 -3.21
H -4.42 0.43 -0.78
H -6.53 0.04 0.58
H -6.75 1.53 -0.39
H -7.04 1.56 1.37
H -4.37 0.73 -2.75
H -3.95 2.02 -3.89
H -4.39 2.45 -2.24
H 3.95 -1.68 5.07
H 5.55 -1.52 4.31
H 4.52 -2.93 3.95
H 3.47 0.93 2.68
H 2.06 -0.10 3.03
H 3.16 0.38 4.33
H -1.52 1.41 3.27
H -0.82 2.46 2.00
H 0.24 1.57 3.09
H -2.93 -1.47 -0.35
H -1.69 -2.06 0.76
H -1.21 -1.15 -0.67
H -0.41 -0.55 2.16
H 0.09 0.49 0.84
H -2.75 -0.12 1.74
H -2.50 2.15 0.63
*
```

Formula: C19H48AlIO12P
Source: the OMol25 dataset
Level of theory: ωB97M-V/def2-TZVPD

Results
HOMO-LUMO gap = 7.21 eV
F_max = 1.1 eV Å⁻¹

Geometry as ORCA input:
```
! wB97M-V def2-TZVPD RIJCOSX def2/J DEFGRID3
* xyz -1 1
C 7.99 2.65 -5.57
Al 6.79 4.03 -6.38
I 7.42 6.45 -5.70
P 4.56 3.47 -5.74
O 3.58 4.55 -5.85
O 4.09 2.20 -6.65
O 4.46 2.73 -4.30
H 7.45 1.71 -5.47
H 8.87 2.46 -6.18
H 8.34 2.89 -4.57
H 6.80 3.92 -7.98
H 4.74 2.15 -7.38
H 5.18 3.02 -3.72
C 6.89 1.39 2.48
O 6.26 0.65 1.47
C 5.85 -0.64 1.89
C 4.70 -1.15 1.07
O 3.45 -0.57 1.38
C 3.18 0.74 0.91
C 2.87 0.81 -0.57
O 4.04 0.68 -1.34
C 3.80 0.09 -2.61
H 7.85 0.94 2.77
H 7.08 2.39 2.08
H 6.25 1.48 3.36
H 5.55 -0.61 2.95
H 6.70 -1.33 1.79
H 4.58 -2.21 1.30
H 4.92 -1.07 0.00
H 3.99 1.43 1.17
H 2.29 1.06 1.45
H 2.41 1.78 -0.79
H 2.15 0.02 -0.82
H 3.34 -0.90 -2.50
H 4.76 -0.03 -3.11
H 3.16 0.73 -3.23
C -2.77 0.09 -4.47
O -2.66 -0.01 -3.07
C -3.90 -0.28 -2.44
C -3.69 -0.94 -1.10
O -3.35 -2.32 -1.18
C -2.04 -2.66 -1.61
C -0.97 -2.42 -0.58
O -0.67 -1.04 -0.46
C -0.17 -0.68 0.81
H -3.37 0.96 -4.77
H -1.76 0.20 -4.87
H -3.22 -0.82 -4.90
H -4.53 -0.92 -3.06
H -4.42 0.68 -2.27
H -4.65 -0.92 -0.57
H -2.96 -0.39 -0.49
H -1.79 -2.16 -2.55
H -2.08 -3.73 -1.80
H -0.06 -2.96 -0.89
H -1.30 -2.82 0.39
H -0.88 -0.96 1.60
H -0.05 0.40 0.82
H 0.80 -1.15 1.01
C -5.62 0.39 7.32
O -5.65 -0.59 6.30
C -6.90 -1.24 6.20
C -7.13 -1.79 4.82
O -7.48 -0.82 3.85
C -6.45 0.01 3.34
C -5.56 -0.67 2.33
O -4.65 -1.56 2.95
C -4.26 -2.64 2.12
H -5.71 -0.06 8.31
H -4.66 0.89 7.25
H -6.41 1.13 7.18
H -7.72 -0.55 6.45
H -6.93 -2.08 6.92
H -8.00 -2.45 4.87
H -6.27 -2.39 4.49
H -5.85 0.45 4.14
H -6.97 0.82 2.83
H -4.99 0.11 1.79
H -6.18 -1.20 1.60
H -5.14 -3.20 1.77
H -3.64 -3.30 2.72
H -3.69 -2.30 1.26
*
```